{"formula": "C2H11FeN6", "method": "ωB97M-V/def2-TZVPD", "homo_ev": [-0.14, -2.22], "gap_ha": [0.1329, 0.2079], "total_energy_ha": -1674.78872, "multiplicity": 5, "charge": -1, "elements": ["H", "H", "H", "H", "N", "H", "N", "N", "H", "H", "Fe", "C", "H", "N", "H", "C", "N", "H", "N", "H"], "xyz": [[-0.216403, 3.445309, 0.319194], [0.856744, 2.036365, -2.397429], [-1.986882, 0.054669, 0.241625], [-0.611346, 2.835218, -1.948476], [0.685209, -1.967983, 1.933817], [0.888621, -4.475205, 1.503731], [0.139438, -0.598732, 0.227798], [-0.202835, 2.526782, 0.776011], [-0.852655, 2.603051, 1.571720], [0.616802, -4.397585, -0.165500], [-0.895260, 0.860336, -0.552666], [0.459930, -0.712451, 1.558690], [0.489933, 0.043215, 2.320549], [0.204840, -1.867506, -0.281387], [-0.407694, 0.376944, -2.050481], [-0.220439, 1.866948, -2.346483], [0.389269, -4.008112, 0.727809], [-0.683050, 1.602970, -3.342619], [0.608354, -2.625099, 0.732393], [0.737427, 2.400866, 1.171704]], "forces_ev_per_a": [[0.069, -0.356, 0.116], [0.077, -0.379, -0.330], [-1.804, 0.214, 0.355], [-0.360, -0.423, -0.376], [-0.118, 0.331, 0.557], [-0.164, 0.883, -0.892], [2.171, -0.726, 2.852], [0.001, 0.686, 0.578], [0.354, -0.222, -0.526], [0.425, 0.115, -0.326], [0.679, 0.344, -1.667], [-0.429, -1.462, -1.706], [-0.176, 0.484, -0.223], [-1.120, 0.445, -1.908], [-0.358, 0.682, 0.842], [-0.687, -0.283, -0.306], [-1.274, -0.848, 1.209], [0.754, 0.911, 0.890], [2.392, -0.357, 1.123], [-0.433, -0.038, -0.264]]}